(1)
This record from OMol25 describes a molecular structure, C21H34BN2NdO5 in a non-equilibrium geometry. The level of theory is ωB97M-V with the def2-TZVPD basis set.

Last column: Löwdin charge in e.
Element x y z (Å)
Nd (0.2468, -1.9459, -0.4348)  2.06
C (1.4490, -2.1127, 2.8016)  -0.02
O (0.2520, -1.8660, 2.0250)  -0.34
C (-0.4453, -0.6475, 2.3691)  -0.15
C (0.2211, 0.5474, 1.7416)  -0.11
O (0.2165, 0.3218, 0.3135)  -0.28
C (-1.3377, 1.9239, -1.4298)  -0.03
H (1.2583, -1.8423, 3.8387)  0.11
H (2.2855, -1.5408, 2.4010)  0.09
H (1.6577, -3.1775, 2.7439)  0.11
H (-0.4822, -0.5406, 3.4541)  0.15
H (-1.4605, -0.7738, 1.9932)  0.12
H (1.2497, 0.6643, 2.0832)  0.14
H (-0.3378, 1.4543, 1.9736)  0.15
H (-1.8829, 2.7545, -1.8763)  0.10
H (-1.9125, 1.5553, -0.5799)  0.08
H (-1.2965, 1.1291, -2.1799)  0.09
C (4.9893, 2.7954, -0.5879)  0.04
N (4.6823, 1.4065, -0.2407)  -0.03
N (3.3968, 0.8978, -0.2536)  0.09
C (3.4850, -0.4741, -0.2961)  -0.37
O (2.4424, -1.2232, -0.3183)  -0.23
C (4.8365, -0.8114, -0.2890)  0.09
C (5.5445, 0.3742, -0.2791)  -0.22
C (7.0157, 0.5851, -0.3399)  0.02
C (2.2447, 1.6969, -0.0032)  -0.13
C (2.2639, 2.8131, 0.7318)  0.01
C (1.0733, 3.6556, 0.8477)  -0.05
C (0.0372, 3.4635, 0.0304)  -0.02
C (0.0548, 2.3800, -1.0129)  -0.28
C (0.9455, 1.2253, -0.5944)  -0.21
H (4.2017, 3.1889, -1.2242)  0.11
H (5.9187, 2.7932, -1.1489)  0.10
H (5.1054, 3.4128, 0.2988)  0.10
H (5.2455, -1.8054, -0.3169)  0.14
H (7.5232, -0.3708, -0.2431)  0.10
H (7.3537, 1.2414, 0.4618)  0.11
H (7.3083, 1.0261, -1.2940)  0.10
H (3.1633, 3.1246, 1.2443)  0.12
H (1.0836, 4.4629, 1.5665)  0.12
H (-0.8200, 4.1250, 0.0666)  0.13
H (0.5559, 2.8116, -1.8944)  0.18
H (1.1798, 0.6001, -1.4621)  0.15
C (-4.4858, -0.8585, -2.3524)  0.00
C (-4.2658, -2.0930, -1.4957)  -0.46
C (-5.4475, -3.0342, -1.5890)  0.01
O (-3.0862, -2.7766, -2.0491)  0.08
B (-2.0036, -2.3819, -1.3494)  -0.69
O (-2.3428, -1.6408, -0.2071)  -0.12
C (-3.8268, -1.7622, -0.0378)  -0.44
C (-4.3506, -0.4553, 0.5089)  0.01
C (-4.0424, -2.8999, 0.9402)  0.00
H (-4.6037, -1.1688, -3.3893)  0.11
H (-3.6367, -0.1736, -2.2979)  0.08
H (-5.3840, -0.3176, -2.0544)  0.10
H (-5.6755, -3.2225, -2.6369)  0.10
H (-6.3323, -2.5915, -1.1278)  0.11
H (-5.2426, -3.9885, -1.1099)  0.09
H (-4.0693, 0.3902, -0.1153)  0.08
H (-3.9765, -0.2933, 1.5212)  0.09
H (-5.4399, -0.4818, 0.5683)  0.11
H (-3.6464, -3.8405, 0.5569)  0.10
H (-5.1038, -3.0395, 1.1434)  0.11
H (-3.5505, -2.6688, 1.8862)  0.09

**HOMO (alpha / beta)**: -13.36 / -13.38 eV
**Charge**: +2
**Energy above the lowest of the compared OMol25 structures with the same formula, charge and spin**: 0.937 eV
**Kohn-Sham gap (alpha / beta)**: 7.27 / 7.42 eV
**Molar mass**: 549.56 Da
**2S+1**: 4
**E**: -1892.10573 Ha

---

(2)
This record from OMol25 describes 8 unconnected molecules or ions with the total composition C20H38Cl6O16 in a non-equilibrium geometry. The level of theory is ωB97M-V with the def2-TZVPD basis set.

Last column: Löwdin charge in e.
Element x y z (Å)
C (0.1691, -1.1986, -0.3359)  -1.49
Cl (-0.4271, -0.2624, 1.0757)  0.47
Cl (1.0752, -2.6675, 0.2775)  0.33
Cl (1.1742, -0.2544, -1.5229)  0.39
H (-0.6768, -1.6107, -0.8861)  -0.09
C (-4.2523, -3.9460, -0.8178)  -1.46
Cl (-5.2699, -2.6724, -0.1056)  0.49
Cl (-2.4310, -3.6060, -0.8332)  0.49
Cl (-4.7767, -4.1453, -2.4982)  0.47
H (-4.4345, -4.9312, -0.3884)  0.01
C (-3.4999, 4.5538, 4.6744)  -0.07
O (-3.8520, 4.0221, 3.4161)  -0.03
C (-3.2166, 2.8580, 2.9950)  -0.54
O (-2.3877, 2.1930, 3.5936)  0.11
O (-3.6092, 2.6624, 1.7444)  0.01
C (-3.2904, 1.4962, 1.0212)  -0.08
H (-2.5601, 5.0910, 4.8025)  0.09
H (-3.4007, 3.6474, 5.2717)  0.09
H (-4.3020, 5.1455, 5.1155)  0.09
H (-2.2509, 1.5377, 0.6959)  0.02
H (-3.8953, 1.4460, 0.1158)  0.10
H (-3.2471, 0.4971, 1.4548)  0.09
C (4.9090, -2.4059, 0.2503)  -0.04
O (5.8816, -2.0212, 1.2496)  -0.01
C (7.0224, -1.4769, 0.7776)  -0.48
O (7.2384, -1.3298, -0.4828)  0.04
O (7.8368, -1.1462, 1.8316)  -0.02
C (9.2230, -1.0669, 1.6506)  -0.08
H (5.2172, -3.0942, -0.5368)  0.09
H (4.6351, -1.5211, -0.3243)  0.09
H (4.0235, -2.7975, 0.7510)  0.06
H (9.6773, -0.5042, 2.4662)  0.09
H (9.5225, -0.5005, 0.7688)  0.09
H (9.6266, -2.0769, 1.5799)  0.10
C (-4.0610, -6.4733, 4.7694)  -0.02
O (-2.9745, -5.6493, 4.2844)  0.01
C (-2.5277, -5.8470, 3.0651)  -0.63
O (-3.0663, -6.5990, 2.2438)  0.07
O (-1.4589, -5.1377, 2.9376)  0.03
C (-0.5043, -5.3762, 1.9796)  -0.08
H (-3.6687, -7.4146, 5.1544)  0.09
H (-4.6986, -6.7190, 3.9201)  0.08
H (-4.6583, -5.9231, 5.4964)  0.09
H (0.3194, -5.9282, 2.4323)  0.10
H (-0.1706, -4.4078, 1.6067)  0.01
H (-0.8381, -6.0748, 1.2124)  0.09
C (-3.7999, -0.4431, -3.8320)  -0.05
O (-3.5479, 0.9730, -3.6410)  -0.04
C (-2.5463, 1.2218, -2.6663)  -0.48
O (-2.0238, 0.4208, -1.8692)  0.06
O (-2.2741, 2.5285, -2.6571)  -0.01
C (-1.1971, 3.1260, -1.9908)  -0.05
H (-2.8840, -1.0133, -3.9873)  0.10
H (-4.5882, -0.6171, -4.5644)  0.09
H (-4.2801, -0.7357, -2.8983)  0.07
H (-0.2500, 2.5865, -1.9796)  0.08
H (-1.5104, 3.4186, -0.9886)  0.10
H (-1.0259, 4.0489, -2.5448)  0.10
C (0.1931, 3.0994, 1.8770)  -0.03
O (1.0039, 3.3725, 0.6893)  -0.01
C (1.1493, 4.6523, 0.2621)  -0.61
O (0.6192, 5.6298, 0.7137)  0.11
O (1.8467, 4.5975, -0.8681)  -0.02
C (1.9980, 5.7608, -1.7391)  -0.01
H (-0.5818, 3.8314, 2.1047)  0.09
H (0.8593, 2.9290, 2.7227)  0.10
H (-0.3257, 2.1412, 1.8506)  0.00
H (2.8908, 6.3220, -1.4633)  0.09
H (1.2015, 6.4656, -1.5006)  0.08
H (1.9764, 5.4712, -2.7897)  0.09
C (2.0619, 2.2952, -3.9498)  -0.04
C (1.9531, 1.4661, -5.2242)  -0.48
O (1.9870, 2.0202, -6.2804)  0.07
C (1.9081, -0.0544, -5.0081)  -0.04
H (2.4698, 1.6793, -3.1482)  0.04
H (1.1532, 2.7796, -3.5924)  0.06
H (2.8660, 3.0291, -4.0042)  0.08
H (0.8961, -0.3922, -4.7850)  0.07
H (2.5818, -0.4221, -4.2342)  0.06
H (2.0760, -0.5528, -5.9628)  0.07

**HOMO (alpha / beta)**: -0.42 / -6.67 eV
**Charge**: -1
**Energy above the lowest of the compared OMol25 structures with the same formula, charge and spin**: 0.000 eV
**Kohn-Sham gap (alpha / beta)**: 2.74 / 8.97 eV
**Molar mass**: 747.23 Da
**2S+1**: 2
**E**: -4749.76808 Ha

---

(3)
This record from OMol25 describes 2 unconnected molecules or ions with the total composition FH3OSi in a non-equilibrium geometry. The level of theory is ωB97M-V with the def2-TZVPD basis set.

Last column: Löwdin charge in e.
Element x y z (Å)
O (0.3241, -0.9555, 1.4112)  -0.43
F (-1.4153, 1.3380, -0.0855)  -0.22
Si (-0.2556, 0.3691, -0.5080)  0.77
H (1.1056, -1.4575, 1.0691)  -0.06
H (0.9774, 0.9679, -0.0181)  -0.05
H (-0.7362, -0.2620, -1.8688)  -0.02

**HOMO**: -9.78 eV
**Energy above the lowest of the compared OMol25 structures with the same formula, charge and spin**: 3.571 eV
**Kohn-Sham gap**: 9.51 eV
**Molar mass**: 66.11 Da
**2S+1**: 1
**E**: -466.35924 Ha

---

Which of these has the highest 2S+1? C21H34BN2NdO5

---

Number 1 is which compound? C21H34BN2NdO5